Entry 1:
# C12H29NO3

A 3-piece molecular cluster, C12H29NO3 overall in a non-equilibrium geometry (wB97M-V/def2-TZVPD, OMol25).

Calculated values
ΔE to the lowest compared entry with this formula, charge and spin: 16.8 kcal per mole
Net charge: 0
Orbital gap: 0.3490 Ha
E_tot: -755.0172 a.u.
Multiplicity: 1

```
45
Properties=species:S:1:pos:R:3:forces:R:3
O 0.01266 -1.70761 0.61935 0.123 -0.962 0.313
H 0.69602 -2.21212 0.17808 0.224 -0.109 -0.070
H 0.14716 -0.80839 0.32013 0.427 0.650 0.010
C -1.29660 0.42119 -0.82936 0.962 0.359 -1.131
C -0.03759 1.36528 -0.95440 -0.731 0.087 0.191
C -0.28774 2.64066 -0.14301 -0.341 1.264 -0.274
C 0.07557 2.69941 1.30206 0.472 -1.262 0.978
C 1.57362 2.50027 1.38556 0.345 0.095 1.252
C 2.17457 1.37874 0.48769 0.583 0.806 0.078
N 1.15986 0.68905 -0.36641 -1.012 0.525 1.349
O 1.74442 -0.24418 -1.21580 -0.034 -0.090 -0.190
C 3.27479 2.03368 -0.33371 0.523 0.065 -1.540
C 2.86154 0.30693 1.35229 -0.331 -0.906 -0.075
C 0.19349 1.78597 -2.43348 -0.135 -0.340 0.307
H -2.13982 0.87133 -1.35325 -0.093 0.301 0.289
H -1.09844 -0.48232 -1.40599 0.085 -0.189 0.165
H -1.56294 0.13129 0.18706 -0.008 0.305 -0.038
H 0.31827 3.43333 -0.58179 0.189 0.163 -0.310
H -1.29200 3.06273 -0.18058 -0.391 -0.663 -0.764
H -0.28705 3.62750 1.74393 0.412 0.246 -0.130
H -0.37909 1.94448 1.94351 -0.413 -0.383 -0.342
H 1.89966 2.27275 2.40047 -0.338 -0.273 0.254
H 2.06449 3.46722 1.27542 0.150 0.000 -0.887
H 2.97379 2.81668 -1.02971 -0.623 0.393 0.356
H 3.71156 1.33225 -1.04458 0.441 -0.437 0.269
H 4.09689 2.45630 0.24391 -0.151 -0.212 0.276
H 3.67973 0.60787 2.00659 -0.078 0.732 -0.209
H 3.28888 -0.45380 0.69901 -0.037 -0.057 -0.065
H 2.15116 -0.20981 1.99761 -0.252 0.067 -0.067
H 1.11663 2.36136 -2.50303 0.113 -0.029 -0.079
H 0.22920 0.93747 -3.11675 0.201 -0.151 0.142
H -0.60024 2.42080 -2.82731 -0.159 0.089 0.349
H 2.28532 0.27866 -1.81217 0.271 -0.053 -0.559
C -3.34955 -2.68944 -0.50183 -1.409 1.030 0.722
C -3.04192 -3.42921 0.80812 2.472 0.327 -0.601
C -2.22224 -4.67944 0.47055 -0.896 -0.270 0.693
O -2.26123 -2.58999 1.66849 -1.196 -0.142 0.574
H -2.53599 -2.46372 -1.19123 0.346 -0.665 0.260
H -3.69197 -1.70114 -0.19506 -0.132 0.235 0.029
H -4.20512 -3.09154 -1.04444 0.162 -0.400 -0.149
H -3.89939 -3.68203 1.43176 -0.297 0.012 -0.512
H -1.37672 -4.47077 -0.18494 -0.130 0.092 -0.056
H -2.91760 -5.38456 0.01517 0.279 -0.266 -0.320
H -1.86063 -5.12647 1.39656 0.099 -0.065 -0.017
H -1.38551 -2.41684 1.31532 0.309 0.079 -0.471
```
Forces are in eV/Å.

Entry 2:
# C12H30AlB3O6

C12H30AlB3O6 as an isolated structure in a non-equilibrium geometry (wB97M-V/def2-TZVPD, OMol25).

Calculated values
ΔE to the lowest compared entry with this formula, charge and spin: 250.3 kcal per mole
Net charge: 0
Orbital gap: 0.2253 Ha
E_tot: -1242.9233 a.u.
Multiplicity: 1

```
52
Properties=species:S:1:pos:R:3:forces:R:3
Al -0.60527 -0.20712 0.44712 4.312 -9.574 -0.090
B 1.15082 -1.48623 1.50032 1.305 0.031 1.578
H 0.46228 -0.87751 2.06566 0.561 0.670 1.702
H 0.73396 -1.68390 0.52493 -0.363 -0.515 -0.949
H 2.03425 -0.88246 1.36157 3.538 1.836 0.152
H 1.46236 -2.44060 1.89577 0.520 -3.663 2.054
B -0.92665 -2.65530 0.35181 -0.996 -1.054 -1.283
H -1.76106 -3.14503 -0.12586 -3.399 -2.059 -1.944
H -0.35030 -3.27797 1.01841 1.626 -2.154 2.399
H -0.27192 -2.23024 -0.39310 1.021 0.455 -2.932
H -1.39153 -1.85121 0.90096 -2.127 2.965 1.972
B 1.31568 -0.40195 -0.92208 1.081 0.918 -0.175
H 0.73274 0.40974 -1.32899 -0.691 0.118 -2.281
H 0.83723 -1.36898 -0.93536 -0.442 -1.344 0.906
H 2.22385 -0.52786 -1.49095 3.574 -0.197 -1.914
H 1.51768 -0.13158 0.10278 1.031 2.228 2.674
O -1.07280 -0.24104 2.01987 -4.720 2.523 7.717
C -0.99622 -0.52526 3.26391 1.422 2.139 -2.284
O -0.01671 -0.00379 3.98837 -0.876 -0.600 0.292
C -0.15334 -0.42596 5.39407 -1.364 0.289 0.564
C -1.39820 -1.34056 5.42673 0.571 -0.723 1.355
C -1.82565 -1.46110 4.00461 -0.696 -0.466 -0.854
H -0.29572 0.46805 6.00117 0.144 0.151 -0.312
H 0.65417 -1.00147 5.84663 0.643 0.394 -1.089
H -2.20491 -1.10513 6.12092 0.075 0.809 -0.235
H -1.03052 -2.27053 5.86039 -0.212 -0.351 -0.485
H -2.87898 -1.28357 3.78772 0.047 -0.168 0.013
H -1.52162 -2.39918 3.54020 -0.217 -0.455 -0.158
O -0.45267 1.27021 -0.13237 5.939 15.026 2.600
C 0.02508 2.14284 -0.88591 1.406 2.231 1.354
O 0.45075 1.93111 -2.15591 0.980 2.491 5.456
C 1.10664 3.03237 -2.70766 0.717 0.887 -0.351
C 0.61049 4.20787 -1.89643 0.414 0.724 0.156
C 0.35816 3.66986 -0.49818 -0.705 -1.500 -0.841
H 0.81220 3.15816 -3.74957 -0.185 -0.312 0.014
H 2.17115 2.79831 -2.71919 0.133 0.216 0.379
H -0.29469 4.48106 -2.43875 -0.109 0.638 0.533
H 1.34562 5.00847 -1.81448 -0.281 0.207 -0.526
H -0.38266 4.18139 0.11633 -0.459 -0.299 -0.426
H 1.26164 3.78365 0.10089 0.234 -0.837 -0.035
O -1.31200 0.15410 -1.09938 -8.343 -5.368 -8.396
C -0.90411 -0.06730 -2.23688 3.553 -2.590 -2.694
O -0.76651 0.89492 -3.23225 -5.112 -3.171 -1.816
C -0.25817 0.37761 -4.51934 1.531 -0.376 1.309
C 0.59924 -0.80311 -4.04958 -0.589 -1.295 1.700
C -0.14349 -1.34960 -2.72621 -2.431 1.050 -3.279
H 0.45276 1.12805 -4.86507 -0.275 0.383 0.035
H -0.97309 0.25474 -5.33291 -0.564 -0.331 0.641
H 1.57789 -0.44621 -3.72871 -0.117 0.231 0.116
H 0.83019 -1.61304 -4.74151 -0.535 0.135 -0.259
H 0.43403 -1.83527 -1.93963 -0.454 0.062 -1.538
H -0.97210 -2.01268 -2.97485 -0.115 -0.406 -0.525
```
Forces are in eV/Å.

Entry 3:
# C12H30BFO8S

A 3-piece molecular cluster, C12H30BFO8S overall (wB97M-V/def2-TZVPD, OMol25).

Calculated values
Net charge: 0
Orbital gap: 0.3577 Ha
E_tot: -1600.0201 a.u.
Multiplicity: 1

```
53
Properties=species:S:1:pos:R:3:forces:R:3
C 8.14240 3.51421 2.18294 -0.367 0.203 -0.447
B 7.53561 2.09966 1.92168 0.089 -0.234 -0.069
O 8.14111 1.25929 1.01416 0.577 0.071 0.613
O 6.42679 1.57263 2.58794 0.136 0.124 -0.093
S 5.24996 2.54507 3.12692 0.171 0.067 0.126
O 5.00289 2.20765 4.50590 -0.041 -0.069 0.056
O 4.17298 1.76065 2.21424 -0.263 -0.026 0.099
C 2.79959 2.06323 2.52602 -0.304 0.099 -0.248
C 2.38142 3.41870 1.96013 -0.205 -0.404 0.197
C 0.98634 3.82089 2.45062 0.248 0.418 -0.140
F 0.34046 2.77040 3.09199 -0.101 -0.090 -0.032
H 8.44129 3.94045 1.22546 0.126 0.055 -0.041
H 9.05476 3.39664 2.76688 0.066 -0.035 0.094
H 7.49091 4.23058 2.67558 -0.001 -0.002 0.154
H 8.43326 0.43210 1.41835 -0.420 -0.139 -0.378
H 2.22710 1.28695 2.03224 0.005 -0.172 0.021
H 2.60984 1.99538 3.59316 0.228 -0.032 0.138
H 3.10248 4.17339 2.26676 0.041 0.138 -0.114
H 2.37921 3.33001 0.87774 0.170 0.155 -0.131
H 1.04789 4.65146 3.15151 -0.029 -0.071 0.207
H 0.36261 4.14512 1.62107 -0.143 -0.107 -0.056
C 0.54378 -0.91504 2.04027 0.064 0.021 0.043
O 0.57508 -0.43885 0.70647 -0.070 0.028 0.043
C 0.62000 -1.46895 -0.26624 0.094 0.135 -0.028
C -0.73631 -1.71821 -0.88456 -0.137 -0.190 -0.047
O -1.66250 -2.23553 0.05364 0.041 0.037 0.073
C -2.57258 -1.26725 0.54810 -0.058 0.001 -0.040
H 0.29685 -0.06991 2.68150 0.011 0.016 -0.011
H -0.20537 -1.69775 2.17884 -0.012 0.002 -0.041
H 1.52705 -1.30393 2.32904 -0.028 -0.041 0.037
H 1.00727 -2.39423 0.17176 -0.010 -0.014 0.010
H 1.31333 -1.14948 -1.05059 -0.001 -0.027 -0.005
H -0.63113 -2.46608 -1.67748 0.051 0.045 -0.031
H -1.12194 -0.79758 -1.33481 0.018 0.017 -0.003
H -3.31506 -1.01096 -0.21537 0.020 0.022 0.000
H -2.05643 -0.36053 0.87323 0.005 -0.001 0.009
H -3.08238 -1.71003 1.40209 -0.008 -0.023 -0.008
C -7.03860 -3.49129 -3.50170 -0.004 -0.004 -0.011
O -6.45450 -2.72451 -4.53757 0.044 -0.025 0.048
C -6.23848 -1.36808 -4.19050 -0.059 -0.030 -0.152
C -4.79605 -1.10042 -3.82540 0.055 0.088 0.126
O -4.41486 -1.77786 -2.64050 -0.039 -0.059 0.006
C -3.67432 -2.96289 -2.87324 0.034 0.014 0.050
H -6.96685 -4.53770 -3.79280 -0.017 0.002 -0.024
H -6.51771 -3.34910 -2.55176 -0.003 -0.002 0.006
H -8.09555 -3.23286 -3.37365 0.008 0.011 0.031
H -6.89335 -1.07292 -3.36439 0.005 0.000 0.020
H -6.49937 -0.76111 -5.06309 -0.001 0.021 0.020
H -4.67186 -0.02809 -3.64410 0.000 0.002 -0.031
H -4.14172 -1.38239 -4.65654 -0.005 -0.012 -0.013
H -2.65573 -2.71994 -3.19600 -0.008 -0.043 -0.046
H -4.14902 -3.59698 -3.62560 -0.010 0.018 -0.012
H -3.62053 -3.50402 -1.93036 0.036 0.040 0.027
```
Forces are in eV/Å.

Entry 4:
# C12H30Cl2NO10S2

C12H30Cl2NO10S2 as an isolated structure in a non-equilibrium geometry (wB97M-V/def2-TZVPD, OMol25).

Calculated values
ΔE to the lowest compared entry with this formula, charge and spin: 0.0 kcal per mole
Net charge: -1
Orbital gap: 0.3018 Ha
E_tot: -2999.0670 a.u.
Multiplicity: 1

```
57
Properties=species:S:1:pos:R:3:forces:R:3
O -8.34991 1.30698 -2.97906 0.835 -1.120 0.994
S -9.07612 2.06782 -3.91818 -0.439 -1.248 -1.498
O -9.33797 3.39946 -3.58285 -0.615 2.434 0.520
Cl -10.91102 1.12561 -4.01862 -0.340 -0.084 0.030
N -8.68137 1.81470 -5.43457 0.881 0.105 0.817
S -7.36641 2.53904 -5.97148 -1.216 -1.060 0.147
O -7.50106 3.92085 -6.15828 -0.191 2.401 0.241
O -6.93340 1.80032 -7.08344 0.924 -1.343 -1.580
Cl -5.85510 2.34958 -4.59190 0.160 -0.130 0.347
C -5.85228 -0.75788 -2.22540 0.024 0.013 -0.029
O -4.57536 -0.16772 -2.01430 -0.021 -0.156 -0.019
C -3.95048 -0.57859 -0.81712 0.025 0.268 -0.159
C -2.86320 -1.59578 -1.07775 -0.077 -0.201 0.160
O -3.39314 -2.82817 -1.54756 0.054 0.017 -0.077
C -3.25142 -2.99760 -2.94486 -0.046 -0.003 0.026
H -6.17038 -0.50485 -3.23297 0.003 0.103 0.004
H -5.80667 -1.84659 -2.12204 0.009 0.010 0.028
H -6.58520 -0.35020 -1.52528 -0.036 -0.012 0.001
H -4.68543 -0.98113 -0.11150 0.014 -0.036 0.000
H -3.49407 0.30978 -0.36456 0.006 -0.044 0.050
H -2.34241 -1.80770 -0.13887 0.006 0.031 -0.013
H -2.13251 -1.19366 -1.78513 -0.004 0.022 -0.002
H -2.19947 -3.15992 -3.21106 -0.010 0.039 -0.034
H -3.63533 -2.13568 -3.49525 0.020 0.006 -0.010
H -3.82374 -3.88001 -3.22749 0.009 -0.016 0.029
C 1.36246 -1.03055 -1.35642 -0.077 0.053 -0.060
O 0.41307 -0.68071 -0.36649 0.178 -0.080 0.055
C 0.47940 -1.51015 0.78220 -0.219 0.159 -0.055
C 1.17299 -0.81507 1.93042 0.176 -0.156 0.111
O 2.55064 -0.59854 1.66255 0.000 0.065 -0.064
C 2.84847 0.73493 1.28838 -0.043 -0.032 -0.013
H 1.35142 -0.24590 -2.11100 -0.039 0.002 0.001
H 2.36964 -1.10918 -0.93871 0.001 -0.019 0.001
H 1.09165 -1.97915 -1.83353 0.048 -0.015 0.011
H 0.98234 -2.45417 0.55022 0.024 0.005 0.012
H -0.54773 -1.73917 1.08172 0.025 -0.035 0.028
H 1.11087 -1.45246 2.81870 -0.034 0.016 -0.005
H 0.67062 0.13088 2.15482 -0.010 0.009 -0.027
H 2.74392 1.40592 2.14826 -0.014 0.064 -0.055
H 2.20105 1.07797 0.47800 -0.022 0.015 0.020
H 3.88254 0.76057 0.95057 0.009 0.003 0.022
C 5.34887 0.18371 3.42861 0.041 0.019 0.013
O 6.05480 1.38435 3.16223 0.035 -0.104 0.032
C 6.46711 2.07102 4.33114 -0.053 0.123 -0.225
C 7.93811 1.86607 4.61085 0.039 -0.056 0.246
O 8.22592 0.52218 4.96354 -0.003 -0.014 -0.099
C 8.79988 -0.22642 3.90867 -0.014 -0.006 0.043
H 5.22198 -0.34234 2.48585 -0.024 0.018 -0.010
H 5.89677 -0.45993 4.12169 -0.006 0.025 0.035
H 4.35849 0.40451 3.83873 -0.002 -0.075 0.035
H 5.87209 1.75738 5.19467 0.019 -0.020 0.013
H 6.28641 3.13802 4.16328 0.005 -0.002 0.046
H 8.22734 2.49355 5.46037 -0.004 0.024 -0.032
H 8.53125 2.17351 3.74381 -0.017 -0.006 -0.022
H 9.82350 0.10918 3.70743 -0.014 0.003 -0.051
H 8.20782 -0.15118 2.99328 0.016 0.011 -0.013
H 8.82981 -1.26750 4.22570 0.008 0.010 0.035
```
Forces are in eV/Å.